166
Properties=species:S:1:pos:R:3 method="wB97M-V/def2-TZVPD" smiles="CCCC[C@](N=C(C)C)(O[C@](CCC(=O)Nc1ccccc1)([PH2]=N)[C@@H](COC(C)=O)OCBr)S(C)(=O)=O.CCOS(C)(=O)=O.CCOS(C)(=O)=O.CCOS(C)(=O)=O.CCOS(C)(=O)=O.CCOS(C)(=O)=O.CCOS(C)(=O)=O" homo_energy_ev=-8.157 max_force_ev_per_a=2.23 total_charge=0 e_tot_ev=-255795.2376
C 0.879 -2.209 -4.836
C 1.641 -2.575 -3.565
C 1.624 -1.427 -2.542
C 2.211 -1.929 -1.225
C 1.995 -1.035 -0.023
N 0.758 -1.131 0.547
C -0.323 -1.777 0.391
C -0.481 -3.164 0.950
C -1.551 -1.218 -0.262
O 2.563 0.228 -0.264
C 1.900 1.495 -0.240
C 0.481 1.586 -0.832
C 0.069 2.812 -1.647
C -0.347 3.983 -0.787
O -0.976 3.826 0.232
N -0.020 5.272 -1.281
C 1.243 5.745 -0.742
C 1.517 5.697 0.618
C 2.758 6.115 1.067
C 3.716 6.580 0.185
C 3.430 6.645 -1.175
C 2.189 6.228 -1.632
P 3.091 2.475 -1.305
N 3.093 2.126 -2.844
C 1.909 2.202 1.157
C 1.584 1.285 2.302
O 1.414 2.123 3.479
C 0.358 1.746 4.248
C 0.572 0.528 5.101
O -0.673 2.360 4.245
O 3.063 3.014 1.359
C 4.208 2.428 1.885
Br 4.529 2.902 3.756
S 3.263 -1.693 1.362
C 3.808 -3.346 0.998
O 4.457 -0.865 1.371
O 2.538 -1.772 2.616
H 0.755 -3.110 -5.431
H -0.095 -1.775 -4.614
H 1.451 -1.500 -5.433
H 1.165 -3.440 -3.102
H 2.676 -2.779 -3.839
H 0.584 -1.108 -2.460
H 2.277 -0.651 -2.933
H 3.292 -1.980 -1.374
H 1.882 -2.951 -1.038
H -0.441 -3.894 0.134
H 0.327 -3.373 1.646
H -1.445 -3.292 1.438
H -1.700 -1.711 -1.224
H -1.531 -0.140 -0.366
H -2.425 -1.476 0.338
H -0.237 1.502 -0.016
H 0.320 0.692 -1.430
H -0.858 2.551 -2.166
H 0.752 3.135 -2.429
H -0.775 5.887 -0.992
H 0.762 5.321 1.290
H 2.981 6.044 2.122
H 4.689 6.872 0.552
H 4.177 6.988 -1.876
H 1.957 6.253 -2.687
H 4.335 2.204 -0.721
H 2.825 3.822 -1.060
H 2.407 1.416 -3.068
H 1.076 2.903 1.124
H 2.361 0.569 2.530
H 0.628 0.802 2.118
H 0.133 0.695 6.081
H 0.030 -0.302 4.645
H 1.613 0.235 5.183
H 5.066 2.844 1.367
H 4.237 1.347 1.796
H 4.432 -3.628 1.842
H 4.420 -3.320 0.101
H 2.969 -4.018 0.849
O -1.106 -4.837 -5.103
S -1.782 -5.041 -3.859
O -1.029 -5.318 -2.670
O -2.891 -6.156 -4.055
C -2.484 -7.412 -4.648
C -1.774 -8.317 -3.663
C -2.882 -3.710 -3.552
H -1.872 -7.213 -5.528
H -3.411 -7.867 -4.991
H -0.805 -7.911 -3.378
H -1.617 -9.297 -4.113
H -2.365 -8.433 -2.754
H -3.483 -3.536 -4.441
H -2.279 -2.833 -3.325
H -3.507 -3.965 -2.700
O -5.515 -2.678 -5.297
S -6.556 -3.660 -5.177
O -6.482 -4.873 -5.933
O -7.950 -2.957 -5.436
C -8.098 -2.185 -6.653
C -8.332 -3.059 -7.867
C -6.818 -4.051 -3.488
H -7.228 -1.540 -6.781
H -8.958 -1.544 -6.470
H -7.447 -3.644 -8.111
H -8.579 -2.435 -8.726
H -9.150 -3.756 -7.684
H -6.915 -3.131 -2.918
H -5.950 -4.618 -3.156
H -7.712 -4.663 -3.410
O -8.263 -6.881 -3.465
S -8.896 -7.786 -4.381
O -9.615 -7.267 -5.500
O -9.830 -8.766 -3.556
C -10.785 -8.174 -2.644
C -12.007 -7.631 -3.353
C -7.734 -8.981 -4.931
H -10.288 -7.405 -2.051
H -11.060 -8.981 -1.969
H -11.758 -6.767 -3.968
H -12.753 -7.328 -2.619
H -12.438 -8.388 -4.007
H -7.224 -9.399 -4.068
H -7.033 -8.458 -5.578
H -8.263 -9.750 -5.486
O 7.028 -0.622 7.950
S 5.998 -1.614 8.016
O 6.134 -2.830 7.275
O 4.609 -0.934 7.674
C 4.522 -0.158 6.450
C 4.384 -1.023 5.217
C 5.646 -1.998 9.696
H 5.384 0.506 6.379
H 3.643 0.470 6.583
H 5.299 -1.583 5.030
H 4.179 -0.405 4.343
H 3.576 -1.745 5.333
H 5.499 -1.072 10.244
H 6.505 -2.541 10.083
H 4.757 -2.621 9.731
O 6.379 5.905 2.255
S 7.573 6.463 2.813
O 8.497 7.150 1.965
O 8.328 5.329 3.621
C 8.570 4.072 2.941
C 9.737 4.149 1.979
C 7.174 7.485 4.186
H 7.655 3.751 2.444
H 8.773 3.362 3.738
H 9.512 4.793 1.131
H 9.967 3.152 1.604
H 10.618 4.554 2.477
H 6.507 6.938 4.846
H 6.681 8.370 3.790
H 8.094 7.759 4.694
O -0.410 7.180 2.366
S -1.805 7.474 2.496
O -2.455 8.275 1.504
O -2.063 8.102 3.932
C -1.238 9.223 4.323
C -1.684 10.523 3.688
C -2.697 5.979 2.728
H -0.195 9.001 4.093
H -1.332 9.272 5.405
H -1.515 10.518 2.613
H -1.126 11.354 4.121
H -2.749 10.685 3.855
H -2.215 5.401 3.512
H -2.658 5.439 1.783
H -3.723 6.222 2.990

152
Properties=species:S:1:pos:R:3 method="wB97M-V/def2-TZVPD" homo_energy_ev="-9.012 / -13.448" max_force_ev_per_a=4.93 total_charge=+3 e_tot_ev=-109547.8698 spin_multiplicity=2
C 8.534 -1.307 2.555
C 7.337 -1.950 1.777
N 6.242 -1.018 1.596
C 4.901 -1.364 1.475
C 4.242 -0.224 1.082
N 5.133 0.832 0.923
C 6.355 0.314 1.339
C 4.995 2.174 0.499
H 8.930 -0.493 1.948
H 9.357 -1.991 2.763
H 8.136 -0.792 3.430
H 7.036 -2.876 2.267
H 7.668 -2.201 0.769
H 4.612 -2.403 1.415
H 3.205 -0.049 0.836
H 7.342 0.748 1.391
H 4.198 2.138 -0.244
H 5.874 2.523 -0.043
H 4.676 2.823 1.315
C 4.573 -0.138 -2.968
C 3.796 -1.357 -3.696
N 3.733 -2.614 -2.951
C 4.744 -3.254 -2.289
C 4.277 -4.429 -1.705
N 2.918 -4.523 -1.947
C 2.634 -3.388 -2.692
C 1.964 -5.620 -1.565
H 4.311 -0.091 -1.911
H 4.488 0.878 -3.353
H 5.624 -0.425 -3.001
H 4.246 -1.632 -4.650
H 2.736 -1.242 -3.923
H 5.760 -2.903 -2.394
H 4.924 -5.166 -1.253
H 1.652 -3.172 -3.087
H 1.537 -5.427 -0.580
H 2.362 -6.634 -1.547
H 1.197 -5.649 -2.339
C 1.949 3.741 -1.960
C 2.063 5.139 -2.552
N 1.274 6.111 -1.811
C -0.123 6.246 -1.904
C -0.490 7.263 -0.978
N 0.639 7.589 -0.198
C 1.701 6.957 -0.782
C 0.677 8.621 0.799
H 1.800 3.748 -0.881
H 2.822 3.180 -2.291
H 1.124 3.061 -2.171
H 1.914 5.301 -3.620
H 3.112 5.403 -2.420
H -0.692 5.576 -2.530
H -1.402 7.830 -0.862
H 2.709 7.064 -0.409
H 1.463 9.314 0.497
H 0.767 8.117 1.761
H -0.291 9.113 0.712
C -5.326 2.477 0.727
C -3.881 3.147 0.702
C -2.783 2.334 1.470
N -1.521 3.208 1.906
C -0.836 3.821 0.645
C -1.851 4.199 2.976
C -0.618 4.211 4.009
C 0.366 3.200 3.558
C -0.436 2.306 2.638
H -5.395 1.465 0.328
H -6.039 2.996 0.085
H -5.838 2.514 1.688
H -3.947 4.122 1.185
H -3.569 3.287 -0.332
H -2.281 1.643 0.793
H -3.066 1.711 2.317
H 0.102 4.307 0.914
H -1.483 4.519 0.114
H -0.622 2.980 -0.015
H -2.044 5.116 2.419
H -2.815 4.047 3.462
H -0.162 5.187 4.174
H -1.005 3.906 4.981
H 1.211 3.629 3.020
H 0.759 2.661 4.420
H 0.280 1.913 1.916
H -0.938 1.420 3.026
C -6.029 1.735 -5.082
C -4.931 0.783 -4.489
C -5.204 -0.692 -4.297
N -3.979 -1.421 -3.675
C -2.781 -1.276 -4.608
C -4.424 -2.917 -3.552
C -4.752 -2.979 -2.097
C -3.726 -2.243 -1.390
C -3.653 -0.979 -2.279
H -5.646 2.630 -5.572
H -6.723 2.014 -4.290
H -6.684 1.213 -5.779
H -4.670 1.208 -3.520
H -4.094 0.864 -5.182
H -5.473 -1.168 -5.240
H -5.990 -0.872 -3.563
H -3.103 -1.798 -5.509
H -1.906 -1.695 -4.110
H -2.593 -0.203 -4.631
H -3.641 -3.578 -3.923
H -5.302 -3.093 -4.174
H -4.713 -3.972 -1.650
H -5.669 -2.464 -1.810
H -2.776 -2.777 -1.423
H -4.001 -2.014 -0.361
H -2.750 -0.369 -2.287
H -4.412 -0.261 -1.968
C -2.001 -5.928 0.426
C -0.964 -5.396 1.386
C -1.378 -4.167 2.199
N -0.219 -3.645 3.070
C -0.156 -4.429 4.430
C 1.178 -3.439 2.452
C 1.937 -2.382 3.269
C 0.899 -1.452 3.714
C -0.461 -2.111 3.417
H -2.805 -6.379 1.007
H -1.531 -6.735 -0.137
H -2.424 -5.124 -0.176
H -0.093 -5.198 0.761
H -0.821 -6.208 2.099
H -2.193 -4.418 2.877
H -1.651 -3.382 1.493
H -0.188 -5.459 4.072
H -1.120 -4.208 4.887
H 0.620 -4.101 5.121
H 1.624 -4.431 2.520
H 0.950 -3.138 1.430
H 2.395 -2.824 4.154
H 2.697 -1.760 2.797
H 0.904 -1.194 4.773
H 0.988 -0.493 3.204
H -1.072 -2.256 4.307
H -1.011 -1.517 2.687
P 0.378 -0.773 -0.818
F -0.192 -0.893 -2.352
F 1.901 -0.259 -1.358
F -0.124 0.806 -0.723
F 1.054 -0.597 0.720
F -1.045 -1.383 -0.176
F 0.942 -2.283 -0.801
P -4.454 -1.506 2.703
F -4.370 0.036 3.418
F -3.451 -1.957 3.877
F -5.720 -1.763 3.676
F -4.413 -2.991 2.038
F -5.364 -1.027 1.447
F -3.146 -1.112 1.801

139
Properties=species:S:1:pos:R:3 method="wB97M-V/def2-TZVPD" homo_energy_ev=-10.845 max_force_ev_per_a=2.08 total_charge=+1 e_tot_ev=-107266.3433
C 8.142 -1.229 2.795
C 8.275 -1.961 1.442
C 7.250 -3.095 1.302
C 5.905 -2.554 0.750
C 5.723 -2.917 -0.721
C 4.605 -2.100 -1.384
C 3.289 -2.858 -1.539
C 2.250 -1.988 -2.297
N 0.954 -2.018 -1.585
C 0.203 -3.282 -1.814
C 0.096 -4.184 -0.570
C -1.285 -4.184 0.083
C -2.199 -5.300 -0.414
C -3.528 -5.403 0.333
C -3.420 -5.551 1.849
C -3.363 -4.251 2.670
C -4.332 -3.142 2.224
C 0.206 -0.886 -1.710
S -1.145 -0.666 -0.756
S 0.669 0.293 -2.925
C -0.674 1.480 -2.884
C -0.675 2.393 -1.635
C -2.110 2.562 -1.163
S -2.297 3.054 0.568
P -3.213 1.306 1.503
S -4.723 0.740 0.463
C -0.748 3.289 1.375
C -0.496 4.593 1.818
C 0.669 4.884 2.500
C 1.596 3.876 2.753
C 1.349 2.575 2.298
C 0.178 2.271 1.612
H 7.523 -1.824 3.458
H 9.108 -1.158 3.283
H 7.721 -0.238 2.670
H 9.273 -2.376 1.319
H 8.109 -1.274 0.614
H 7.101 -3.632 2.234
H 7.636 -3.800 0.565
H 5.932 -1.470 0.851
H 5.060 -2.898 1.348
H 6.660 -2.643 -1.204
H 5.581 -3.987 -0.840
H 4.420 -1.182 -0.832
H 4.942 -1.793 -2.378
H 3.433 -3.820 -2.018
H 2.891 -2.998 -0.536
H 2.137 -2.422 -3.288
H 2.655 -0.985 -2.338
H 0.672 -3.838 -2.620
H -0.794 -3.036 -2.166
H 0.847 -3.881 0.152
H 0.318 -5.204 -0.881
H -1.142 -4.321 1.152
H -1.802 -3.235 -0.036
H -2.441 -5.084 -1.459
H -1.657 -6.245 -0.422
H -4.012 -6.306 -0.038
H -4.162 -4.577 0.018
H -2.514 -6.113 2.078
H -4.239 -6.156 2.229
H -2.357 -3.852 2.745
H -3.635 -4.516 3.691
H -5.115 -3.499 1.566
H -3.775 -2.369 1.695
H -4.785 -2.657 3.085
H -0.545 2.092 -3.772
H -1.610 0.945 -3.010
H -0.233 3.353 -1.884
H -0.052 1.923 -0.889
H -2.634 1.613 -1.252
H -2.640 3.267 -1.796
H -2.193 0.346 1.597
H -3.588 1.809 2.756
H -1.235 5.361 1.639
H 0.850 5.882 2.866
H 2.492 4.111 3.301
H 2.093 1.819 2.494
H -0.002 1.256 1.284
C -7.365 -6.673 -0.661
C -6.553 -6.987 -1.908
O -6.284 -8.363 -2.086
C -7.412 -9.211 -2.219
C -8.306 -8.874 -3.400
H -6.858 -7.050 0.228
H -7.495 -5.594 -0.560
H -8.357 -7.124 -0.694
H -5.578 -6.504 -1.828
H -7.035 -6.570 -2.800
H -7.991 -9.224 -1.289
H -7.005 -10.213 -2.347
H -8.745 -7.880 -3.314
H -9.122 -9.593 -3.468
H -7.736 -8.906 -4.330
C -5.483 7.145 -4.102
C -4.291 6.447 -3.472
O -4.000 6.875 -2.152
C -5.026 6.690 -1.193
C -5.428 5.238 -1.004
H -5.329 8.225 -4.113
H -5.619 6.801 -5.127
H -6.409 6.947 -3.561
H -3.395 6.668 -4.051
H -4.425 5.358 -3.502
H -5.898 7.305 -1.436
H -4.622 7.079 -0.258
H -5.843 4.802 -1.913
H -6.180 5.149 -0.220
H -4.555 4.648 -0.720
C -1.717 8.922 6.249
C -1.244 8.629 4.836
O -1.113 7.245 4.552
C -2.278 6.455 4.652
C -3.390 6.880 3.704
H -1.039 8.478 6.978
H -1.754 9.998 6.415
H -2.715 8.524 6.438
H -0.250 9.050 4.692
H -1.898 9.110 4.101
H -2.655 6.419 5.681
H -1.954 5.441 4.407
H -3.748 7.886 3.919
H -4.239 6.200 3.788
H -3.037 6.871 2.670
C 8.862 1.117 -3.141
C 9.442 1.755 -1.890
O 9.709 0.838 -0.846
C 10.638 -0.191 -1.141
C 12.019 0.308 -1.526
H 7.941 0.581 -2.904
H 8.639 1.883 -3.884
H 9.552 0.406 -3.597
H 8.722 2.462 -1.478
H 10.342 2.332 -2.134
H 10.235 -0.855 -1.915
H 10.710 -0.786 -0.230
H 12.002 0.903 -2.440
H 12.689 -0.536 -1.692
H 12.434 0.931 -0.733